2 unconnected molecules or ions with the total composition C4H5NO2, computed with ωB97M-V/def2-TZVPD.

Output
HOMO energy = -9.266 eV
structure (SMILES) = COC#[N+][O-].C#C
ΔE to the lowest compared entry with this formula, charge and spin = 151.2 kcal per mole

Geometry as ORCA input:
```
! wB97M-V def2-TZVPD RIJCOSX def2/J DEFGRID3
* xyz 0 1
C -0.03 -1.94 -0.52
O -1.25 -1.18 -0.41
C -1.24 -0.31 0.55
N -1.13 0.35 1.49
O -1.00 1.14 2.42
H 0.81 -1.25 -0.69
H 0.13 -2.51 0.40
H -0.17 -2.60 -1.37
C 0.77 2.16 0.09
C 1.19 1.99 -1.03
H 0.36 2.27 1.08
H 1.57 1.88 -2.02
*
```

Atom-resolved charges from natural (NBO), all expressed in e: C -0.25; O -0.47; C 0.51; N 0.11; O -0.49; H 0.20; H 0.19; H 0.21; C -0.23; C -0.28; H 0.26; H 0.23

=====

A single C4H5NO2 molecule, computed with ωB97M-V/def2-TZVPD.

Output
HOMO energy (alpha / beta) = -7.525 / -7.527 eV
ΔE to the lowest compared entry with this formula, charge and spin = 110.6 kcal per mole

Geometry as ORCA input:
```
! wB97M-V def2-TZVPD RIJCOSX def2/J DEFGRID3
* xyz 0 1
O 2.11 -1.13 0.09
C 1.38 -1.24 -0.84
C 0.38 1.19 -0.06
C -0.95 1.52 0.59
N -0.52 0.17 0.31
C -0.80 -1.04 0.04
O 0.07 -1.74 -0.72
H 1.60 -1.06 -1.89
H 1.25 1.21 0.60
H -1.75 1.88 -0.05
H -1.05 1.76 1.65
H -1.74 -1.52 0.26
*
```

Atom-resolved charges from natural (NBO), all expressed in e: O -0.52; C 0.64; C -0.38; C -0.24; N -0.31; C 0.40; O -0.51; H 0.15; H 0.20; H 0.19; H 0.19; H 0.20

=====

A single C4H5NO2 molecule, computed with ωB97M-V/def2-TZVPD.

Output
HOMO energy = -9.543 eV
structure (SMILES) = O=C[C@H]1CN=CO1
ΔE to the lowest compared entry with this formula, charge and spin = 33.5 kcal per mole

Geometry as ORCA input:
```
! wB97M-V def2-TZVPD RIJCOSX def2/J DEFGRID3
* xyz 0 1
O -0.81 1.55 -1.18
C 0.30 1.46 -0.72
C 0.77 0.16 -0.07
C -0.06 -0.20 1.19
N -1.17 -1.00 0.67
C -0.82 -1.32 -0.50
O 0.38 -0.89 -0.97
H 1.02 2.29 -0.76
H 1.85 0.16 0.07
H 0.53 -0.83 1.88
H -0.43 0.67 1.75
H -1.41 -1.88 -1.21
*
```

Atom-resolved charges from natural (NBO), all expressed in e: O -0.49; C 0.41; C -0.04; C -0.27; N -0.45; C 0.39; O -0.49; H 0.12; H 0.21; H 0.21; H 0.22; H 0.20

=====

A single C4H5NO2 molecule, computed with ωB97M-V/def2-TZVPD.

Output
HOMO energy = -8.944 eV
structure (SMILES) = NC#C[C@H](O)C=O
ΔE to the lowest compared entry with this formula, charge and spin = 90.5 kcal per mole

Geometry as ORCA input:
```
! wB97M-V def2-TZVPD RIJCOSX def2/J DEFGRID3
* xyz 0 1
N -0.30 -0.82 2.44
C -0.54 -0.66 1.16
C -0.76 0.00 0.14
C -0.03 0.63 -0.93
O -0.70 1.17 -2.04
C 1.15 -0.20 -1.47
O 2.14 -0.45 -0.83
H -0.41 -1.71 2.90
H -0.06 -0.03 3.01
H 0.12 1.41 -0.10
H -1.62 1.28 -1.78
H 1.01 -0.63 -2.50
*
```

Atom-resolved charges from natural (NBO), all expressed in e: N -0.79; C 0.19; C -0.19; C -0.07; O -0.70; C 0.43; O -0.50; H 0.40; H 0.40; H 0.23; H 0.48; H 0.13

=====

A single C4H5NO2 molecule, computed with ωB97M-V/def2-TZVPD.

Output
HOMO energy = -10.256 eV
structure (SMILES) = O=C[C@H]1CN1C=O
ΔE to the lowest compared entry with this formula, charge and spin = 43.5 kcal per mole

Geometry as ORCA input:
```
! wB97M-V def2-TZVPD RIJCOSX def2/J DEFGRID3
* xyz 0 1
O 2.67 -0.13 -0.66
C 1.48 -0.28 -0.55
C 0.69 0.36 0.55
C -0.48 1.20 0.10
N -0.68 -0.05 0.77
C -1.29 -1.13 0.13
O -2.20 -1.03 -0.65
H 0.89 -0.88 -1.27
H 1.26 0.66 1.42
H -0.71 1.23 -0.96
H -0.73 2.09 0.67
H -0.89 -2.10 0.47
*
```

Atom-resolved charges from natural (NBO), all expressed in e: O -0.49; C 0.41; C -0.17; C -0.21; N -0.42; C 0.52; O -0.55; H 0.12; H 0.23; H 0.22; H 0.22; H 0.13

=====

3 unconnected molecules or ions with the total composition C4H5NO2S, computed with ωB97M-V/def2-TZVPD.

Output
HOMO energy = 1.419 eV
ΔE to the lowest compared entry with this formula, charge and spin = 30.3 kcal per mole

Geometry as ORCA input:
```
! wB97M-V def2-TZVPD RIJCOSX def2/J DEFGRID3
* xyz -2 1
C 2.63 0.73 -1.00
C 2.86 -1.82 -0.77
C -0.69 0.71 0.78
C 0.09 0.80 1.89
N 2.50 -0.44 -1.14
O 2.57 1.86 -1.11
O 2.44 -2.67 -1.52
S 3.92 -1.91 0.52
H -1.03 -0.18 0.41
H -15.57 -0.33 -2.68
H -0.80 1.54 0.13
H 0.36 0.01 2.55
H 0.72 1.71 1.95
*
```

Atom-resolved charges from natural (NBO), all expressed in e: C 0.85; C 0.45; C -0.37; C -0.39; N -0.61; O -0.57; O -0.63; S -0.48; H 0.19; H -1.00; H 0.18; H 0.20; H 0.19

=====

A single C4H5NO2S molecule, computed with ωB97M-V/def2-TZVPD.

Output
HOMO energy = -9.510 eV
ΔE to the lowest compared entry with this formula, charge and spin = 98.5 kcal per mole

Geometry as ORCA input:
```
! wB97M-V def2-TZVPD RIJCOSX def2/J DEFGRID3
* xyz 0 1
C -0.33 -0.35 1.02
C 0.62 0.15 0.11
C -1.47 -1.24 0.54
C 1.57 1.25 0.23
N -1.67 -1.18 -0.77
O -2.16 -1.88 1.30
O 0.29 0.83 -2.35
S 0.46 -0.40 -1.61
H -0.46 -0.06 2.15
H 1.01 2.13 -0.15
H 2.41 1.30 -0.50
H 1.91 1.35 1.20
H -2.18 -1.89 -1.17
*
```

Atom-resolved charges from natural (NBO), all expressed in e: C -0.20; C -0.24; C 0.56; C -0.68; N -0.73; O -0.61; O -0.83; S 1.36; H 0.25; H 0.26; H 0.23; H 0.24; H 0.37

=====

A single C4H5NO2S molecule, computed with ωB97M-V/def2-TZVPD.

Output
HOMO energy = -9.622 eV
structure (SMILES) = O=C/C=C\S/C=N\O
ΔE to the lowest compared entry with this formula, charge and spin = 99.2 kcal per mole

Geometry as ORCA input:
```
! wB97M-V def2-TZVPD RIJCOSX def2/J DEFGRID3
* xyz 0 1
O -3.99 -0.37 0.11
C -2.78 -0.45 0.13
C -1.98 0.64 -0.44
C -0.68 0.84 -0.40
S 0.46 -0.37 0.25
C 1.90 0.68 0.60
N 3.05 0.38 0.14
O 3.21 -0.79 -0.57
H -2.28 -1.43 0.55
H -2.60 1.49 -0.84
H -0.28 1.84 -0.79
H 1.76 1.47 1.37
H 2.28 -1.19 -0.76
*
```

Atom-resolved charges from natural (NBO), all expressed in e: O -0.50; C 0.38; C -0.34; C -0.28; S 0.19; C -0.15; N -0.06; O -0.52; H 0.13; H 0.24; H 0.24; H 0.23; H 0.45

=====

A molecular structure, C4H5NO3, computed with ωB97M-V/def2-TZVPD.

Output
HOMO energy = -7.772 eV
ΔE to the lowest compared entry with this formula, charge and spin = 83.5 kcal per mole

Geometry as ORCA input:
```
! wB97M-V def2-TZVPD RIJCOSX def2/J DEFGRID3
* xyz 0 1
C 1.77 -0.13 -0.38
N -0.12 1.41 0.23
C -1.83 0.84 0.46
C -0.71 -0.69 -0.01
C 0.36 0.21 -0.01
O -1.68 -0.29 1.09
O -0.56 -2.03 -0.13
O -2.73 1.58 0.25
H -1.34 -2.39 -0.57
H 0.47 2.18 0.49
H 2.42 0.74 -0.32
H 1.79 -0.53 -1.39
H 2.15 -0.91 0.29
*
```

Atom-resolved charges from natural (NBO), all expressed in e: C -0.67; N -0.68; C 0.96; C 0.22; C 0.23; O -0.48; O -0.68; O -0.51; H 0.49; H 0.40; H 0.22; H 0.25; H 0.24

=====

A single C4H5NO3 molecule, computed with ωB97M-V/def2-TZVPD.

Output
HOMO energy = -9.216 eV
structure (SMILES) = C=C(NC=O)OC=O
ΔE to the lowest compared entry with this formula, charge and spin = 26.4 kcal per mole

Geometry as ORCA input:
```
! wB97M-V def2-TZVPD RIJCOSX def2/J DEFGRID3
* xyz 0 1
C 0.22 -0.25 1.82
C -0.01 -0.27 0.49
N 0.30 0.70 -0.46
C 0.81 1.94 -0.20
O 1.21 2.36 0.87
O -0.62 -1.49 0.04
C -0.96 -1.72 -1.22
O -0.99 -0.95 -2.19
H -0.01 -1.15 2.35
H 0.70 0.58 2.32
H -0.14 0.50 -1.39
H 0.86 2.51 -1.17
H -1.37 -2.76 -1.25
*
```

Atom-resolved charges from natural (NBO), all expressed in e: C -0.48; C 0.43; N -0.67; C 0.54; O -0.58; O -0.48; C 0.66; O -0.60; H 0.22; H 0.25; H 0.45; H 0.12; H 0.14

=====

A single C4H5NO3 molecule, computed with ωB97M-V/def2-TZVPD.

Output
HOMO energy = -8.328 eV
structure (SMILES) = Nc1c(O)coc1O
ΔE to the lowest compared entry with this formula, charge and spin = 48.4 kcal per mole

Geometry as ORCA input:
```
! wB97M-V def2-TZVPD RIJCOSX def2/J DEFGRID3
* xyz 0 1
N -0.24 1.79 -0.06
C 0.00 0.36 -0.13
C -1.08 -0.59 -0.11
O -2.43 -0.24 0.07
C -0.51 -1.83 -0.21
O 0.89 -1.68 0.02
C 1.16 -0.32 -0.11
O 2.41 0.09 -0.10
H 0.02 2.39 -0.89
H 0.24 2.24 0.75
H -2.35 0.76 -0.02
H -0.90 -2.81 0.03
H 2.78 -0.15 0.78
*
```

Atom-resolved charges from natural (NBO), all expressed in e: N -0.87; C -0.08; C 0.23; O -0.66; C -0.02; O -0.44; C 0.55; O -0.66; H 0.38; H 0.38; H 0.50; H 0.21; H 0.49

=====

A single C4H5NO3 molecule, computed with ωB97M-V/def2-TZVPD.

Output
HOMO energy = -10.211 eV
structure (SMILES) = [H]/N=C(/C)C(=O)C(=O)O
ΔE to the lowest compared entry with this formula, charge and spin = 28.2 kcal per mole

Geometry as ORCA input:
```
! wB97M-V def2-TZVPD RIJCOSX def2/J DEFGRID3
* xyz 0 1
H 0.26 1.67 2.04
N -0.54 1.61 1.41
C -0.41 0.80 0.46
C -1.51 0.57 -0.51
C 0.84 -0.04 0.31
O 1.92 0.30 0.76
C 0.70 -1.48 -0.23
O -0.24 -2.22 -0.19
O 1.79 -1.62 -1.07
H -1.16 0.72 -1.53
H -1.88 -0.45 -0.42
H -2.32 1.26 -0.28
H 2.56 -1.11 -0.76
*
```

Atom-resolved charges from natural (NBO), all expressed in e: H 0.35; N -0.53; C 0.19; C -0.68; C 0.42; O -0.50; C 0.71; O -0.51; O -0.68; H 0.22; H 0.25; H 0.24; H 0.51

=====

A single C4H5NO3 molecule, computed with ωB97M-V/def2-TZVPD.

Output
HOMO energy = -10.594 eV
structure (SMILES) = O=CN1C[C@H]1C(=O)O
ΔE to the lowest compared entry with this formula, charge and spin = 31.3 kcal per mole

Geometry as ORCA input:
```
! wB97M-V def2-TZVPD RIJCOSX def2/J DEFGRID3
* xyz 0 1
O -2.43 -1.14 -0.34
C -2.11 -0.14 0.20
N -0.81 0.36 0.46
C -0.38 1.56 -0.19
C 0.19 0.24 -0.58
C 1.57 -0.20 -0.10
O 2.50 -0.44 -0.81
O 1.57 -0.37 1.23
H -2.88 0.52 0.63
H 0.21 2.20 0.43
H -1.00 2.04 -0.94
H -0.07 -0.16 -1.55
H 0.69 -0.23 1.59
*
```

Atom-resolved charges from natural (NBO), all expressed in e: O -0.51; C 0.55; N -0.48; C -0.22; C -0.19; C 0.78; O -0.55; O -0.67; H 0.11; H 0.21; H 0.21; H 0.24; H 0.50

=====

A single C4H5NO4 molecule, computed with ωB97M-V/def2-TZVPD.

Output
HOMO energy = -9.491 eV
structure (SMILES) = N[C@@H](C(=O)O)C(=O)C=O
ΔE to the lowest compared entry with this formula, charge and spin = 42.3 kcal per mole

Geometry as ORCA input:
```
! wB97M-V def2-TZVPD RIJCOSX def2/J DEFGRID3
* xyz 0 1
N -1.29 -0.65 -1.14
C -0.99 0.08 0.00
C 0.25 -0.77 0.98
O 0.40 -1.94 0.76
O 0.61 -0.15 2.10
C -0.10 1.28 -0.23
O -0.25 2.32 0.36
C 1.19 0.92 -0.94
O 1.37 -0.05 -1.65
H -1.82 -1.50 -0.96
H -0.44 -0.84 -1.70
H -1.84 0.32 0.64
H 1.01 -0.78 2.73
H 1.90 1.76 -0.95
*
```

Atom-resolved charges from natural (NBO), all expressed in e: N -0.82; C -0.15; C 0.74; O -0.58; O -0.69; C 0.44; O -0.47; C 0.33; O -0.48; H 0.38; H 0.41; H 0.24; H 0.50; H 0.14

=====

2 unconnected molecules or ions with the total composition C4H5NO5, computed with ωB97M-V/def2-TZVPD.

Output
HOMO energy = -10.570 eV
structure (SMILES) = O=CC(=O)O.O=CNC=O
ΔE to the lowest compared entry with this formula, charge and spin = 16.3 kcal per mole

Geometry as ORCA input:
```
! wB97M-V def2-TZVPD RIJCOSX def2/J DEFGRID3
* xyz 0 1
O 0.60 0.18 -3.76
C -0.17 -0.60 -3.27
C -1.00 -0.28 -2.01
O -0.78 0.74 -1.39
O -1.72 -1.28 -1.60
H -0.31 -1.63 -3.64
H -1.76 -1.39 -0.57
O 1.76 1.17 3.51
C 1.58 1.28 2.32
N 0.47 0.77 1.65
C -0.21 -0.32 2.06
O -1.29 -0.66 1.58
H 2.28 1.79 1.64
H 0.23 1.19 0.70
H 0.31 -0.95 2.80
*
```

Atom-resolved charges from natural (NBO), all expressed in e: O -0.43; C 0.33; C 0.68; O -0.57; O -0.68; H 0.13; H 0.55; O -0.53; C 0.54; N -0.67; C 0.55; O -0.61; H 0.13; H 0.45; H 0.15

=====

A single C4H5NOS molecule, computed with ωB97M-V/def2-TZVPD.

Output
HOMO energy (alpha / beta) = -8.660 / -8.380 eV
ΔE to the lowest compared entry with this formula, charge and spin = 166.9 kcal per mole

Geometry as ORCA input:
```
! wB97M-V def2-TZVPD RIJCOSX def2/J DEFGRID3
* xyz 0 1
C 1.01 1.26 -1.12
C 1.49 0.04 -1.14
C -0.83 1.04 0.27
C -1.14 -1.71 0.57
N -0.31 1.62 -0.68
O 0.24 -0.40 2.37
S 0.03 -0.59 0.94
H 1.47 2.22 -1.57
H 2.47 -0.49 -1.40
H -1.93 1.30 0.61
H -1.44 -2.21 1.53
H -1.07 -2.10 -0.38
*
```

Atom-resolved charges from natural (NBO), all expressed in e: C -0.18; C -0.23; C -0.04; C -0.78; N -0.41; O -0.92; S 1.39; H 0.22; H 0.23; H 0.23; H 0.24; H 0.23

=====

A molecular structure, C4H5NOS, computed with ωB97M-V/def2-TZVPD.

Output
HOMO energy = -8.867 eV
ΔE to the lowest compared entry with this formula, charge and spin = 148.8 kcal per mole

Geometry as ORCA input:
```
! wB97M-V def2-TZVPD RIJCOSX def2/J DEFGRID3
* xyz 0 1
C -0.66 0.73 -1.16
C 0.36 0.05 0.83
C -0.51 -1.07 1.37
C -0.63 -0.51 -0.06
H 1.20 2.02 -1.48
H 0.17 1.00 1.16
H 0.13 -2.20 1.01
H -1.12 -0.92 2.38
H 0.02 -1.24 -0.50
N 0.70 1.01 -1.25
O -1.50 0.88 -2.14
S 1.82 0.24 -0.17
*
```

Atom-resolved charges from natural (NBO), all expressed in e: C 0.66; C -0.40; C -0.36; C -0.36; H 0.45; H 0.21; H 0.24; H 0.27; H 0.22; N -0.80; O -0.55; S 0.42

=====

A single C4H5NOS molecule, computed with ωB97M-V/def2-TZVPD.

Output
HOMO energy (alpha / beta) = -9.170 / -9.140 eV
ΔE to the lowest compared entry with this formula, charge and spin = 110.4 kcal per mole

Geometry as ORCA input:
```
! wB97M-V def2-TZVPD RIJCOSX def2/J DEFGRID3
* xyz 0 1
C 0.74 -1.41 -0.04
C -1.17 0.44 0.08
C 1.25 0.01 -0.21
C 0.16 1.01 0.23
N -0.43 -1.75 0.14
O -3.59 -0.38 -0.05
S -2.73 0.80 -0.07
H 1.52 -2.16 -0.12
H 2.16 0.14 0.36
H 1.49 0.13 -1.27
H 0.28 1.93 -0.34
H 0.32 1.24 1.29
*
```

Atom-resolved charges from natural (NBO), all expressed in e: C 0.01; C -0.23; C -0.43; C -0.53; N -0.24; O -0.89; S 1.15; H 0.21; H 0.23; H 0.23; H 0.25; H 0.24

=====

A single C4H5NOS molecule, computed with ωB97M-V/def2-TZVPD.

Output
HOMO energy (alpha / beta) = -7.330 / -7.329 eV
ΔE to the lowest compared entry with this formula, charge and spin = 118.8 kcal per mole

Geometry as ORCA input:
```
! wB97M-V def2-TZVPD RIJCOSX def2/J DEFGRID3
* xyz 0 1
C -1.23 -0.58 -0.17
C -0.27 -1.53 -0.31
C 0.56 1.22 -0.14
C -0.79 0.69 0.51
N 1.72 0.70 -0.11
O 0.83 -1.55 0.22
S 3.21 0.26 -0.06
H -2.24 -0.71 -0.47
H -0.69 -2.54 -0.84
H 0.60 2.17 -0.73
H -1.39 1.53 0.69
H -0.32 0.33 1.43
*
```

Atom-resolved charges from natural (NBO), all expressed in e: C -0.38; C 0.26; C 0.13; C -0.45; N -0.40; O -0.62; S 0.43; H 0.22; H 0.11; H 0.24; H 0.24; H 0.24

=====

A molecular structure, C4H5NOS, computed with ωB97M-V/def2-TZVPD.

Output
HOMO energy (alpha / beta) = -7.354 / -8.992 eV
⟨S²⟩ = 2.03
ΔE to the lowest compared entry with this formula, charge and spin = 96.6 kcal per mole

Geometry as ORCA input:
```
! wB97M-V def2-TZVPD RIJCOSX def2/J DEFGRID3
* xyz 0 3
C 1.97 -1.09 -0.21
C 1.36 1.40 -0.06
C 0.64 0.28 -0.06
C -0.74 -0.16 -0.06
N 2.73 1.37 -0.19
O 4.62 -0.48 -0.08
S 3.25 -0.10 0.22
H 1.73 -2.10 -0.13
H 0.79 2.43 0.01
H -1.14 0.21 -1.03
H -1.27 0.07 0.98
H -0.87 -1.24 -0.04
*
```

Atom-resolved charges from natural (NBO), all expressed in e: C -0.48; C -0.14; C 0.12; C -0.71; N -0.54; O -0.92; S 1.46; H 0.22; H 0.22; H 0.26; H 0.25; H 0.24